Record 1
Formula: C3H10N2O
Source: the OMol25 dataset
Level of theory: ωB97M-V/def2-TZVPD

Results
SMILES: [H]/N=C/NCC.O
HOMO level (eV): -8.92
Relative energy (zero: lowest compared OMol25 entry of this formula, charge and spin) (kJ/mol): 62.8

```
! wB97M-V def2-TZVPD RIJCOSX def2/J DEFGRID3
* xyz 0 1
C 1.92987 1.02513 -0.52332
C 0.64677 0.60852 -1.22856
N -0.19156 -0.20926 -0.36919
C -1.52426 -0.05786 -0.28770
N -2.28378 -0.68492 0.53318
H 1.71845 1.51292 0.41580
H 2.42915 1.75614 -1.17701
H 2.61154 0.19638 -0.38835
H 0.08148 1.49827 -1.51210
H 0.87134 0.05179 -2.13556
H 0.28122 -1.03471 -0.02350
H -1.95356 0.71038 -0.93001
H -3.23757 -0.35564 0.47237
H -0.96718 -1.65115 1.75999
H -0.28163 -1.57382 3.16067
O -0.13029 -1.79217 2.23328
*
```

---

Record 2
Formula: C36H27N4NiOP
Source: the OMol25 dataset
Level of theory: ωB97M-V/def2-TZVPD

Results
HOMO level (spin up / spin down) (eV): -6.84 / -6.77

```
! wB97M-V def2-TZVPD RIJCOSX def2/J DEFGRID3
* xyz 0 1
Ni 0.11066 0.20496 -0.04644
C -4.25080 2.84149 2.17095
C -2.91145 3.16504 2.33697
C -1.92572 2.22200 2.09678
C -2.26763 0.93436 1.68309
C -3.61616 0.61223 1.52051
C -4.59697 1.56077 1.76536
N -1.23252 0.01811 1.38881
C -1.25499 -1.22128 1.88197
C -2.18165 -1.74505 2.84090
C -2.05957 -3.02584 3.28841
C -1.03436 -3.90036 2.83680
C -0.11317 -3.43530 1.94890
C -0.21889 -2.11192 1.46680
N 0.64414 -1.53572 0.60051
N 1.71379 -2.11720 0.19547
C 2.43307 -1.25433 -0.60069
C 3.63504 -1.68651 -1.17562
C 4.35472 -0.80216 -1.94266
C 3.87260 0.49536 -2.13170
C 2.67723 0.84595 -1.54806
N 1.95975 -0.00496 -0.80172
H -5.01904 3.58060 2.35820
H -2.62790 4.15970 2.65720
H -0.88003 2.46699 2.21935
H -3.89062 -0.38035 1.18944
H -5.63825 1.29565 1.62754
H -2.95692 -1.10351 3.23162
H -2.76439 -3.38814 4.02732
H -0.98347 -4.91124 3.21605
H 0.70238 -4.04656 1.58728
H 3.96179 -2.69926 -0.99330
H 5.28989 -1.10962 -2.39225
H 4.42054 1.22171 -2.71397
H 2.25769 1.83687 -1.66529
O 0.48863 2.89917 0.16430
C -0.12336 2.03476 -0.42348
C -1.01693 2.46196 -1.57263
C -1.21519 3.81062 -1.85588
C -1.95394 4.16976 -2.96785
C -2.47749 3.19192 -3.81038
C -2.28563 1.84928 -3.53058
C -1.57357 1.47972 -2.39168
P -1.24808 -0.22303 -1.87079
C -0.84274 -1.07280 -3.43362
C 0.49445 -1.13528 -3.82270
C 0.84983 -1.71719 -5.02997
C -0.12754 -2.25064 -5.85765
C -1.45905 -2.20717 -5.47152
C -1.81618 -1.62260 -4.26615
C -2.87828 -0.92299 -1.47156
C -2.87764 -2.19755 -0.90377
C -4.06846 -2.81920 -0.56658
C -5.27704 -2.17523 -0.79987
C -5.28564 -0.90705 -1.36217
C -4.09161 -0.27928 -1.69090
H -0.77327 4.55051 -1.20169
H -2.11402 5.21584 -3.19642
H -3.03462 3.48180 -4.69222
H -2.68796 1.09570 -4.19693
H 1.26324 -0.73025 -3.17638
H 1.89212 -1.75987 -5.31853
H 0.14821 -2.70700 -6.79948
H -2.22193 -2.63348 -6.11009
H -2.85596 -1.60633 -3.96353
H -1.93730 -2.70284 -0.70904
H -4.05126 -3.80228 -0.11442
H -6.20881 -2.65993 -0.53819
H -6.22322 -0.39391 -1.53376
H -4.11404 0.72127 -2.10202
*
```

---

Record 3
Formula: C5H7N3
Source: the OMol25 dataset
Level of theory: ωB97M-V/def2-TZVPD

Results
HOMO level (eV): -9.73
Relative energy (zero: lowest compared OMol25 entry of this formula, charge and spin) (kJ/mol): 549.6

```
! wB97M-V def2-TZVPD RIJCOSX def2/J DEFGRID3
* xyz 0 1
C -1.46504 -0.83146 1.92041
C -0.36899 -0.67553 0.83850
C 1.31838 -1.02232 -0.49883
C -0.02234 0.79487 -0.70832
C -0.13830 2.14756 -1.29820
H -1.17404 -0.64888 3.06729
H -2.33823 -0.35298 1.46908
H -1.75325 -2.01470 2.07970
H 2.02615 -1.67854 -1.02109
H -1.14743 2.78656 -0.75430
H 1.09990 2.66769 -1.23170
H -0.23761 1.63600 -2.53985
N 0.50285 -1.42514 0.48344
N 1.35901 0.36494 -0.99748
N -0.77867 0.36394 0.14398
*
```

---

Record 4
Formula: C8H15Li4NO8
Source: the OMol25 dataset
Level of theory: ωB97M-V/def2-TZVPD

Results
HOMO level (eV): -5.38

```
! wB97M-V def2-TZVPD RIJCOSX def2/J DEFGRID3
* xyz 0 1
Li -1.94466 -1.28255 0.62795
Li -0.37932 2.98642 4.15254
Li -3.02627 1.11391 3.95988
Li 0.73489 0.69070 2.66206
C 2.06220 2.98233 4.23013
O 1.49786 1.92777 3.93049
O 1.29720 3.98592 4.56417
O 3.21867 2.99768 4.55888
C -1.68314 0.63304 2.19927
O -2.81878 0.26994 2.13926
O -0.82228 0.30819 1.37982
O -1.15098 1.13130 3.16862
C -3.90622 0.46005 -1.08823
O -2.82678 -0.39971 -1.26235
C -1.69032 0.21647 -1.66682
C -0.59713 -0.81460 -1.83676
N -0.25485 -1.45970 -0.59733
C 1.09745 -2.24005 -0.59854
C 2.36989 -1.51454 -1.03995
O 2.36014 -1.60710 -2.46620
C 3.45426 -0.89653 -3.12383
H -4.93641 0.10522 -1.11830
H -3.97344 0.98968 -2.03853
H -3.81641 1.21482 -0.30697
H -1.33943 0.92836 -0.91969
H -1.91337 0.60369 -2.66101
H 0.35837 -0.49108 -2.24964
H -0.72906 -1.63909 -2.53741
H -0.02416 -0.65362 -0.03420
H 1.03689 -3.28633 -0.89807
H 1.40452 -2.41759 0.43214
H 3.25538 -2.08247 -0.75452
H 2.37412 -0.50343 -0.63283
H 4.45503 -1.10516 -2.74565
H 3.31329 0.16910 -3.30457
H 3.54298 -1.32099 -4.12386
*
```

---

Record 5
Formula: C27H25FN2O4
Source: the OMol25 dataset
Level of theory: ωB97M-V/def2-TZVPD

Results
SMILES: O=C(CCCNC(=O)/C(=C/c1ccc(F)cc1)NC(=O)c1ccccc1)OCc1ccccc1
HOMO level (eV): -8.26
Relative energy (zero: lowest compared OMol25 entry of this formula, charge and spin) (kJ/mol): 8.8

```
! wB97M-V def2-TZVPD RIJCOSX def2/J DEFGRID3
* xyz 0 1
O -0.39924 1.15404 1.62553
C 0.44353 2.00495 1.74801
O 1.73129 1.82239 1.44474
C 2.11861 0.51167 1.01700
C 1.80610 -0.55770 2.03233
C 1.84722 -0.28022 3.39178
C 1.53027 -1.26129 4.31408
C 1.17951 -2.52965 3.88557
C 1.15939 -2.81663 2.53155
C 1.47270 -1.83651 1.60738
H 1.44933 -2.05782 0.55172
H 0.88719 -3.80429 2.19035
H 0.92376 -3.29250 4.60600
H 1.55613 -1.03255 5.36956
H 2.12012 0.70989 3.73020
H 3.19792 0.59087 0.85485
H 1.63042 0.27011 0.06676
C 0.18578 3.38924 2.30278
H 0.64323 3.42290 3.29429
H -0.89319 3.50702 2.41042
C 0.76520 4.50974 1.43712
H 0.72201 5.44946 1.98948
H 1.81117 4.29105 1.21390
C -0.02274 4.67761 0.13577
N -0.00138 3.48101 -0.67203
C -1.06316 2.64490 -0.74816
O -2.13648 2.87257 -0.22610
C -0.82387 1.38973 -1.53448
C -0.15014 1.39842 -2.69604
C 0.03150 0.30191 -3.63610
C 1.19078 0.25988 -4.41234
C 1.40413 -0.75681 -5.32151
C 0.43181 -1.72876 -5.46918
C -0.74333 -1.70024 -4.74028
C -0.93686 -0.68513 -3.82564
H -1.85809 -0.64484 -3.26559
H -1.48687 -2.46698 -4.89223
F 0.62868 -2.72467 -6.36108
H 2.30554 -0.80468 -5.91219
H 1.94365 1.02432 -4.28570
H 0.30554 2.33322 -2.99857
N -1.39926 0.27875 -0.91729
C -0.75993 -0.92029 -0.77461
O 0.28336 -1.18241 -1.34589
C -1.44729 -1.90009 0.10632
C -1.38835 -3.24382 -0.25425
C -1.96941 -4.20656 0.54844
C -2.59439 -3.83645 1.72838
C -2.63488 -2.50344 2.10199
C -2.06927 -1.53235 1.29499
H -2.06553 -0.50326 1.61822
H -3.10636 -2.21815 3.03075
H -3.04140 -4.58880 2.36174
H -1.92917 -5.24653 0.25929
H -0.88311 -3.51395 -1.16993
H -2.11001 0.52216 -0.23582
H 0.89258 3.17023 -1.01826
H -1.07353 4.88007 0.35675
H 0.38877 5.50928 -0.44472
*
```

---

Record 6
Formula: C10H16NO9P2
Source: the OMol25 dataset
Level of theory: ωB97M-V/def2-TZVPD

Results
HOMO level (eV): -2.22

```
! wB97M-V def2-TZVPD RIJCOSX def2/J DEFGRID3
* xyz -1 1
C 3.79138 -2.16458 1.67581
C 3.21152 -1.65060 0.37439
O 1.94278 -2.19032 -0.03494
N 0.79824 -1.80986 0.71055
C 0.88693 -0.58286 1.55854
P -0.50384 -1.43066 -0.70852
C -2.01603 -1.15821 0.26600
O -0.02764 0.03412 -0.97769
P 0.24480 -3.24217 1.63542
O 1.38340 -4.03485 2.07814
O -0.77453 -3.96143 0.68385
O -0.64041 -2.67286 2.80526
H 3.37812 -1.69022 2.56130
H 3.74013 -3.24639 1.73194
H 4.84934 -1.89360 1.65522
H 3.85919 -1.99062 -0.43164
H 3.23351 -0.56409 0.30378
H -0.12279 -0.27363 1.80414
H 1.40787 -0.78827 2.48873
H 1.35122 0.21803 0.99759
H -1.97559 -1.32250 1.33876
H -2.27025 -0.10896 0.08793
H -2.78125 -1.77439 -0.20082
H 0.10883 0.24428 -1.93180
H -0.36020 -4.17250 -0.17213
H -0.15884 -2.79667 3.63838
C -1.21454 2.86844 -1.11463
C -1.65104 2.33701 -2.32176
C -2.35039 3.30488 -3.30921
O -2.68556 2.87248 -4.42458
C -2.57376 4.63016 -2.87688
C -2.15162 5.18481 -1.65183
C -1.36035 4.22832 -0.70774
O -0.88897 4.64556 0.35448
O -2.34798 6.34701 -1.26862
O -1.50610 1.12103 -2.64602
H -0.70686 2.22526 -0.39669
H -3.11874 5.25883 -3.57469
*
```

---

Record 7
Formula: C12H30F2N3O12S3Sn
Source: the OMol25 dataset
Level of theory: ωB97M-V/def2-TZVPD

Results
HOMO level (eV): -4.93
Relative energy (zero: lowest compared OMol25 entry of this formula, charge and spin) (kJ/mol): 20.6

```
! wB97M-V def2-TZVPD RIJCOSX def2/J DEFGRID3
* xyz -1 1
Sn 16.00629 -28.08476 2.07440
S 14.73148 -30.88488 4.24188
O 15.75591 -31.85736 3.80679
O 14.30018 -31.26282 5.58846
O 15.27200 -29.50576 4.25809
O 13.54777 -30.92366 3.35559
N 17.55901 -26.15283 0.47617
S 18.94631 -26.05296 -0.14517
O 20.01415 -25.61761 0.74409
O 19.05440 -25.81405 -1.56483
F 19.23875 -27.66125 -0.10898
S 17.15332 -24.52669 0.19396
O 16.45158 -24.28023 -1.03433
O 17.95481 -23.48164 0.77808
F 15.95574 -24.55909 1.26834
C 16.82963 -28.75985 -1.61781
O 16.80498 -29.50494 -0.40409
C 17.50812 -30.74077 -0.47830
C 16.99569 -31.63353 0.66545
N 17.27313 -30.90829 1.90464
C 18.67194 -30.75214 2.25236
C 18.74071 -30.23932 3.70132
O 18.38092 -28.87006 3.81052
C 18.47892 -28.40645 5.16109
H 15.97550 -29.02287 -2.24813
H 17.71801 -28.93307 -2.22649
H 16.76034 -27.69748 -1.39341
H 18.59074 -30.59792 -0.45084
H 17.37169 -31.29593 -1.41218
H 17.53067 -32.59058 0.65833
H 15.93668 -31.86981 0.57870
H 16.79774 -31.37450 2.69135
H 19.28759 -30.10849 1.62151
H 19.13469 -31.74766 2.24782
H 19.69696 -30.43801 4.19289
H 17.99691 -30.80400 4.27417
H 17.73712 -27.61721 5.24340
H 19.48323 -28.10769 5.46862
H 18.18904 -29.20846 5.84417
C 11.43469 -29.53487 4.77044
O 11.56995 -28.46626 3.85606
C 12.86119 -27.90390 3.90410
C 12.94441 -26.52723 3.23172
N 14.30626 -25.98032 3.21052
C 14.80684 -25.70015 4.57757
C 16.19560 -25.09065 4.42160
O 17.03828 -25.98473 3.77423
C 18.31544 -25.34198 3.62653
H 11.97330 -30.43026 4.44050
H 10.39041 -29.84366 4.79976
H 11.86490 -29.32387 5.75251
H 13.50587 -28.65343 3.43072
H 13.23328 -27.80182 4.92704
H 12.26512 -25.77398 3.65096
H 12.59310 -26.54994 2.19611
H 14.22274 -25.09660 2.72228
H 14.87678 -26.60972 5.17378
H 14.13523 -25.04372 5.14054
H 16.56101 -24.92986 5.44348
H 16.07927 -24.08699 4.00062
H 19.05491 -26.04954 3.25697
H 18.63683 -25.03751 4.62622
H 18.23059 -24.47876 2.96831
*
```

---

Record 8
Formula: C13H23BN9Pt
Source: the OMol25 dataset
Level of theory: ωB97M-V/def2-TZVPD

Results
HOMO level (spin up / spin down) (eV): -16.82 / -18.03
Relative energy (zero: lowest compared OMol25 entry of this formula, charge and spin) (kJ/mol): 0.0

```
! wB97M-V def2-TZVPD RIJCOSX def2/J DEFGRID3
* xyz 3 5
Pt -0.22509 0.11520 0.12003
C 2.80027 3.03482 1.09495
C 1.50083 2.59495 0.84661
N 1.48120 1.29041 0.58554
N 2.77272 0.86187 0.64917
C 3.57473 1.91093 0.95236
B 3.22997 -0.55816 0.44116
N 2.87936 -1.07018 -1.00927
C 3.71076 -1.49834 -1.90728
C 2.96852 -1.77644 -3.11145
C 1.61794 -1.44348 -2.75607
N 1.55484 -1.01950 -1.53409
N 2.57833 -1.53139 1.49811
C 3.20042 -2.26799 2.36494
C 2.21164 -2.92430 3.18569
C 0.96750 -2.45058 2.65428
N 1.16732 -1.62624 1.67474
H 3.12585 4.03106 1.33801
H 0.58600 3.16632 0.85186
H 4.63993 1.77789 1.04924
H 4.41012 -0.65145 0.56449
H 4.77122 -1.59842 -1.72384
H 3.35240 -2.14810 -4.05040
H 0.74330 -1.51228 -3.38489
H 4.27807 -2.33157 2.41663
H 2.38492 -3.60921 4.00298
H -0.02471 -2.70893 2.99193
N -1.17885 1.41903 -1.50465
C -2.57319 0.96137 -1.71043
C -2.65709 -0.54885 -1.57147
N -2.01608 -1.05768 -0.32408
C -2.90122 -1.08395 0.87500
C -2.99480 0.26704 1.56259
N -1.63669 0.81688 1.79767
H -1.16157 2.40964 -1.28074
H -0.64120 1.32480 -2.36191
H -2.94315 1.24509 -2.69653
H -3.20492 1.46651 -0.98436
H -2.13626 -1.01937 -2.40774
H -3.70011 -0.86773 -1.62165
H -1.76116 -2.02253 -0.50747
H -2.47379 -1.81512 1.56427
H -3.89800 -1.43642 0.60325
H -3.54166 0.15461 2.49913
H -3.55365 0.98006 0.96192
H -1.26409 0.47070 2.67764
H -1.68030 1.82615 1.90312
*
```

---

Record 9
Formula: C20H43InN2P3S2
Source: the OMol25 dataset
Level of theory: ωB97M-V/def2-TZVPD

Results
HOMO level (spin up / spin down) (eV): -15.57 / -15.57
Relative energy (zero: lowest compared OMol25 entry of this formula, charge and spin) (kJ/mol): 211.2

```
! wB97M-V def2-TZVPD RIJCOSX def2/J DEFGRID3
* xyz 3 1
In 1.04658 1.85735 -1.14257
P -0.09067 1.46857 1.92654
P 1.27814 -1.37912 0.30192
P -3.22466 -1.44465 -0.73950
H -2.16217 4.35924 -5.52425
C -2.84569 3.91351 -4.80351
C -2.92079 4.27439 -3.52280
H -2.15003 4.88532 -3.04861
C 0.86573 2.75970 2.84164
C 0.05281 0.11473 3.18475
C -1.80625 2.00080 2.37788
C 1.79319 -2.25186 -1.22693
C 2.95631 -1.30370 1.06525
C 0.69261 -2.85658 1.22928
C -4.93732 -1.54298 -1.31526
C -3.39403 -2.10295 0.98057
C -2.50035 -2.92570 -1.63180
H -3.57738 3.21858 -5.20178
H -3.86232 4.12018 -2.95103
H 1.36966 3.39535 2.10043
H 1.62485 2.31865 3.50327
H 0.17738 3.36824 3.44697
H 1.03714 -0.37041 3.12398
H -0.72035 -0.64835 3.01130
H -0.07717 0.52716 4.19833
H -2.13522 2.79610 1.69351
H -1.84851 2.37274 3.41557
H -2.49855 1.15268 2.25786
H 2.28742 -3.19180 -0.94812
H 2.49035 -1.62150 -1.79070
H 0.91836 -2.46078 -1.85418
H 3.23355 -2.30049 1.43655
H 2.96115 -0.59165 1.89789
H 3.68653 -0.97916 0.31571
H 1.52510 -3.57004 1.25239
H -0.17462 -3.31454 0.74039
H 0.41538 -2.58782 2.25421
H -5.26563 -2.59044 -1.28116
H -4.99461 -1.06027 -2.29009
H -5.50650 -0.88324 -0.66784
H -4.16494 -2.85624 1.14709
H -3.58041 -1.21935 1.59912
H -2.44063 -2.51882 1.30204
H -3.20735 -3.71020 -1.92039
H -1.72289 -3.41294 -1.04627
H -2.02835 -2.51826 -2.52365
C -1.73169 1.79570 -2.89959
C -1.58282 0.79666 -3.88151
C -0.74518 1.04417 -4.98743
C -0.00841 2.24504 -5.03630
C 0.12351 3.05137 -3.91427
C -0.67924 2.79942 -2.76742
S -3.37247 1.97100 -2.29173
H -3.62200 0.87962 -1.55379
H -2.29168 -0.05206 -3.87346
H -0.75804 0.34763 -5.84155
H 0.42838 2.59940 -5.97328
H 0.78111 3.93234 -3.93956
H -0.86667 3.57507 -2.02744
S 2.78659 3.66222 -0.65772
C 3.90206 2.40670 -0.29709
N 4.64977 1.72669 -1.18634
C 5.78227 1.08712 -0.55905
C 5.48171 1.21589 0.91912
N 4.26470 2.00614 0.94777
H 4.65705 1.97766 -2.16782
H 6.70831 1.59103 -0.82424
H 5.87378 0.05375 -0.87961
H 6.27839 1.72236 1.46544
H 5.32778 0.24574 1.39449
H 3.92230 2.46367 1.78336
*
```

---

Record 10
Formula: C11H14AuN2O8P2S
Source: the OMol25 dataset
Level of theory: ωB97M-V/def2-TZVPD

Results
HOMO level (spin up / spin down) (eV): -12.69 / -12.69

```
! wB97M-V def2-TZVPD RIJCOSX def2/J DEFGRID3
* xyz 1 1
Au -0.22746 0.26146 -0.00273
O -0.18942 -1.72898 1.32715
C -0.10378 -1.46147 2.71066
C 0.23013 -0.02869 3.06637
C 0.40119 0.33590 4.39960
C 0.73512 1.64413 4.69665
C 0.90174 2.55927 3.66624
C 0.67813 2.13386 2.36962
N 0.34448 0.87924 2.11455
H 0.69039 -1.95372 0.97722
H 0.63954 -2.12195 3.17238
H -1.08598 -1.70081 3.13963
H 0.27069 -0.40019 5.17626
H 0.87060 1.94489 5.72387
H 1.19487 3.57686 3.86063
H 0.76034 2.79469 1.51923
O -0.60876 1.41267 -3.74650
P 0.63480 1.34593 -2.71375
O 1.82478 1.99186 -3.25557
O 0.08239 1.86230 -1.38518
O 0.70768 -0.26557 -2.52696
P 1.99150 -0.89919 -1.69842
O 1.60640 -2.44344 -1.84163
O 3.28547 -0.57417 -2.29084
O 1.74410 -0.53797 -0.23934
H -0.28876 1.89556 -4.51087
H 2.21366 -2.84596 -2.46415
S -2.58348 0.72826 -0.17859
C -2.78765 -0.48756 -1.39401
N -2.72582 -0.12228 -2.68952
C -2.97591 -0.97602 -3.69153
C -3.33859 -2.27410 -3.42809
C -3.37040 -2.70456 -2.09744
C -3.10511 -1.81326 -1.08093
H -2.38352 0.81732 -2.91286
H -2.89200 -0.58996 -4.69531
H -3.58147 -2.94841 -4.23308
H -3.62239 -3.72721 -1.86667
H -3.13671 -2.10967 -0.04420
*
```